[1]
Entry from the Open Molecules 2025 dataset: a cluster of 5 separate species, C34H84BN6O10 in total (ωB97M-V/def2-TZVPD).

**HOMO**: -3.1 eV
**Net charge**: -1
**Strongest force on any atom**: 3.90 eV/Å
**Total energy**: -66703.0946 eV

Geometry (Å):
O  3.715  -5.471  0.602
O  6.137  -0.177  0.776
O  -4.967  6.932  -2.270
O  -7.109  2.134  3.202
O  1.392  -0.049  0.912
O  -2.703  4.006  0.328
O  9.805  -0.487  -1.848
O  4.070  -5.409  -3.905
O  -8.820  -2.050  3.272
O  -0.197  -0.374  2.678
N  -5.687  4.533  -0.589
N  7.279  -2.093  -1.470
N  2.616  -0.449  -3.651
N  1.998  -6.367  -1.711
N  4.373  0.186  3.406
N  -9.924  0.740  3.593
C  2.854  -6.618  0.604
C  -0.054  1.769  -0.241
C  5.488  -0.555  -0.437
C  -10.094  -0.138  2.431
C  3.890  1.629  3.200
C  7.598  -1.222  -2.606
C  2.757  -7.231  -0.802
C  0.154  0.114  -3.020
C  9.110  -1.194  -2.884
C  3.019  -4.241  0.771
C  4.686  -4.897  -2.731
C  7.435  0.377  0.604
C  0.829  2.328  -1.502
C  10.586  -1.333  -1.012
C  -5.175  3.750  0.542
C  5.908  -1.941  -0.971
C  -3.838  4.193  1.174
C  -5.956  5.938  -0.266
C  -0.043  1.091  2.395
C  -6.189  6.771  -1.536
C  0.919  1.366  1.056
C  -8.301  2.390  2.459
C  2.113  -6.744  -3.125
C  0.401  1.743  -2.972
C  -9.602  2.129  3.248
C  2.006  2.512  1.509
C  -2.499  5.041  -0.623
C  -4.936  6.195  -3.487
C  -8.735  -2.284  4.673
C  -6.715  0.769  3.235
C  3.560  1.965  1.617
C  3.518  -6.719  -3.762
C  -10.119  -1.618  2.844
C  1.484  -0.785  -2.679
B  0.601  -1.069  1.645
H  -9.277  -0.012  1.716
H  4.421  -0.618  -0.193
H  -1.430  5.076  -0.861
H  -4.819  5.128  -3.294
H  -0.799  -0.222  -2.385
H  5.166  -5.678  -2.135
H  -0.139  -0.134  -4.149
H  3.777  -7.385  -1.162
H  -5.946  3.714  1.323
H  3.137  -1.330  -3.880
H  -5.119  6.389  0.272
H  1.676  -7.742  -3.260
H  -5.050  2.724  0.177
H  3.323  -7.353  1.268
H  -8.279  1.877  1.493
H  5.210  -2.248  -1.761
H  5.454  -4.179  -3.038
H  1.109  -2.100  1.926
H  9.951  -1.921  -0.349
H  -0.238  -1.372  0.849
H  -10.890  -1.812  3.598
H  5.572  0.234  -1.190
H  4.971  0.222  4.270
H  -6.501  7.777  -1.235
H  8.185  -0.413  0.638
H  -4.073  6.532  -4.064
H  7.074  -1.586  -3.496
H  4.811  2.311  3.525
H  1.330  1.946  -3.693
H  4.280  2.819  1.200
H  -11.033  0.113  1.925
H  -10.366  -2.217  1.961
H  2.340  -4.286  1.628
H  3.956  -4.349  -2.136
H  -9.535  2.677  4.195
H  -5.629  0.734  3.375
H  9.278  -0.630  -3.808
H  -10.448  2.560  2.696
H  3.778  1.015  0.955
H  3.322  0.188  -3.221
H  1.814  -0.780  -1.556
H  -0.504  2.326  -3.483
H  11.225  -1.995  -1.606
H  4.955  -0.138  2.601
H  1.479  -6.046  -3.684
H  2.044  3.440  0.767
H  -7.790  -2.795  4.872
H  9.510  -2.203  -3.039
H  -2.797  6.023  -0.244
H  1.863  -6.392  1.014
H  -0.694  0.815  -0.459
H  4.224  -7.389  -3.263
H  7.282  -0.193  -2.418
H  -6.958  0.241  2.309
H  3.758  -3.459  0.958
H  -6.845  5.997  0.372
H  2.468  -3.977  -0.132
H  2.325  -5.408  -1.613
H  -3.871  5.214  1.567
H  7.918  -1.891  -0.704
H  -8.736  -1.345  5.226
H  0.395  1.452  3.445
H  0.641  3.507  -1.542
H  2.264  -8.207  -0.738
H  7.633  1.045  1.450
H  -1.095  1.613  2.400
H  7.522  0.958  -0.319
H  -8.279  3.461  2.226
H  5.793  -2.664  -0.154
H  -9.552  -2.925  5.016
H  -6.991  6.350  -2.153
H  -5.002  4.488  -1.340
H  1.686  2.971  2.560
H  -5.839  6.373  -4.080
H  3.413  -7.107  -4.782
H  -3.667  3.548  2.044
H  -7.164  0.273  4.095
H  1.189  -1.915  -2.925
H  11.227  -0.699  -0.396
H  2.005  2.221  -1.348
H  2.993  1.889  3.930
H  -9.173  0.379  4.178
H  -0.826  2.599  0.135
H  -3.025  4.806  -1.549

Löwdin population analysis, charges in e, atoms 1 to 2: -0.207, -0.212


[2]
Entry from the Open Molecules 2025 dataset: a structure of composition C20H21BN6Sr (ωB97M-V/def2-TZVPD).

**HOMO**: -7.0 eV
**Strongest force on any atom**: 3.68 eV/Å
**Energy relative to the best compared isomer or geometry (same formula, charge and spin)**: 0.0 kcal/mol
**Total energy**: -31534.9954 eV

Geometry (Å):
Sr  -0.198  -0.289  0.276
N  -0.702  -1.554  -2.380
N  -1.772  -1.180  -3.167
N  -0.823  1.295  -1.541
N  -3.366  -0.475  -1.369
N  -1.836  1.230  -2.500
N  -2.539  -0.719  -0.275
C  1.729  3.150  4.835
C  2.386  -1.355  2.569
C  3.194  -1.384  3.768
C  1.671  0.939  3.069
C  0.965  3.210  3.648
C  0.996  2.158  2.737
C  2.476  2.022  5.138
C  -0.091  -2.559  -3.034
C  -3.344  -1.145  0.727
C  -4.686  -1.118  0.303
C  -1.825  -1.932  -4.283
C  2.464  0.892  4.299
C  3.214  -0.280  4.602
C  -0.771  -2.840  -4.237
C  -0.738  3.134  -2.852
C  -4.649  -0.710  -1.034
C  3.511  -2.032  -1.631
C  -1.784  2.320  -3.284
C  -0.135  2.439  -1.785
C  1.661  -0.230  2.303
B  -2.722  -0.036  -2.709
H  3.799  -2.263  4.003
H  3.939  -1.725  -2.597
H  3.099  1.983  6.036
H  2.378  -2.230  1.910
H  -5.558  -1.352  0.888
H  2.464  -1.698  -1.538
H  -3.555  0.168  -3.539
H  -2.492  2.412  -4.092
H  0.525  2.235  1.747
H  3.539  -3.115  -1.540
H  3.823  -0.259  5.512
H  -2.600  -1.760  -5.013
H  -2.933  -1.434  1.688
H  0.356  4.097  3.470
H  4.072  -1.594  -0.790
H  -0.452  4.084  -3.263
H  1.740  3.998  5.517
H  0.788  -3.049  -2.646
H  -0.540  -3.592  -4.966
H  0.755  2.703  -1.214
H  -5.435  -0.563  -1.766

natural (NBO) population analysis, charges in e, atoms 1 to 2: 1.806, -0.372


[3]
Entry from the Open Molecules 2025 dataset: a structure of composition C2H6N6 (ωB97M-V/def2-TZVPD).

**HOMO**: -9.4 eV
**Strongest force on any atom**: 7.22 eV/Å
**Energy relative to the best compared isomer or geometry (same formula, charge and spin)**: 147.3 kcal/mol
**Total energy**: -11103.9105 eV

Geometry (Å):
N  1.112  0.469  1.223
N  -0.579  -0.584  0.026
N  -1.389  1.253  -0.695
N  0.733  0.154  -0.245
N  0.238  2.808  -0.502
N  -1.572  -0.034  -0.458
C  -0.413  -1.962  -0.462
C  0.057  1.519  -0.459
H  0.509  -2.552  0.097
H  -0.428  -1.876  -1.647
H  1.667  -0.589  1.637
H  1.178  3.208  -0.365
H  -1.207  -2.705  -0.033
H  0.093  0.891  1.886

natural (NBO) population analysis, charges in e, atoms 1 to 2: -0.721, -0.109


[4]
Entry from the Open Molecules 2025 dataset: a cluster of 8 separate species, C12H42N2O10 in total (ωB97M-V/def2-TZVPD).

**HOMO**: -8.4 eV
**Strongest force on any atom**: 3.45 eV/Å
**Energy relative to the best compared isomer or geometry (same formula, charge and spin)**: 28.3 kcal/mol
**Total energy**: -36577.7526 eV

Geometry (Å):
O  6.262  -20.848  4.744
O  9.390  -17.445  4.163
O  6.931  -13.292  3.502
O  6.338  -17.176  1.294
O  9.110  -14.728  4.854
O  10.348  -15.059  1.704
O  7.578  -14.560  0.924
O  10.308  -18.242  1.476
O  0.972  -15.207  3.860
O  3.340  -16.810  7.890
N  3.127  -15.263  5.595
N  6.136  -18.190  4.087
C  6.009  -16.760  3.642
C  5.386  -16.713  2.255
C  0.118  -15.851  2.927
C  5.706  -17.672  0.160
C  4.958  -18.836  4.679
C  4.535  -16.141  7.451
C  4.997  -20.285  4.272
C  3.028  -14.368  4.473
C  2.269  -14.986  3.335
C  6.364  -22.268  4.738
C  3.578  -18.179  8.430
C  3.979  -14.960  6.720
H  0.226  -15.469  1.946
H  5.896  -22.744  5.612
H  5.994  -22.721  3.804
H  4.979  -18.722  5.751
H  11.079  -14.635  1.209
H  5.378  -16.244  4.384
H  4.561  -17.434  2.192
H  -0.892  -15.731  3.366
H  2.626  -18.716  8.510
H  10.185  -18.145  2.439
H  2.618  -13.382  4.685
H  4.958  -15.739  1.937
H  7.440  -22.503  4.738
H  2.135  -14.360  2.493
H  4.019  -14.148  4.111
H  9.691  -18.919  1.169
H  6.382  -18.704  3.264
H  5.067  -15.718  8.332
H  6.418  -18.361  -0.354
H  4.146  -18.640  7.598
H  9.810  -14.117  4.653
H  4.910  -20.370  3.205
H  10.435  -15.984  1.366
H  5.373  -16.845  -0.456
H  4.790  -18.082  0.415
H  7.581  -15.547  0.927
H  3.935  -18.496  4.363
H  7.189  -13.712  2.679
H  3.550  -14.294  7.450
H  5.194  -16.806  6.850
H  8.526  -14.519  1.213
H  2.767  -15.919  2.947
H  8.320  -14.247  4.602
H  4.147  -18.132  9.370
H  9.286  -16.580  4.562
H  2.222  -15.638  5.856
H  0.300  -16.908  2.897
H  7.131  -12.335  3.422
H  4.852  -14.290  6.383
H  6.971  -16.217  3.657
H  8.586  -17.929  4.473
H  4.145  -20.989  4.689

natural (NBO) population analysis, charges in e, atoms 1 to 2: -0.559, -1.002


[5]
Entry from the Open Molecules 2025 dataset: a cluster of 2 separate species, C3H5ClO2 in total (ωB97M-V/def2-TZVPD).

**HOMO (spin up / spin down)**: -8.6 / -8.6 eV
**Strongest force on any atom**: 3.76 eV/Å
**Energy relative to the best compared isomer or geometry (same formula, charge and spin)**: 91.8 kcal/mol
**Total energy**: -19805.8530 eV

Geometry (Å):
Cl  1.794  1.311  2.032
O  -1.107  -0.024  -0.913
O  0.429  -0.882  2.128
C  0.553  0.156  1.606
C  -0.104  -1.027  -1.097
C  -0.687  1.076  -0.157
H  -0.558  -1.966  -1.376
H  0.248  -1.184  -0.122
H  0.382  1.556  -0.323
H  0.594  -0.744  -1.771
H  -1.544  1.727  -0.005

natural (NBO) population analysis, charges in e, atoms 1 to 2: -0.082, -0.499


[6]
Entry from the Open Molecules 2025 dataset: the molecule C6H12O (ωB97M-V/def2-TZVPD).

**HOMO**: -9.5 eV
**Strongest force on any atom**: 0.31 eV/Å
**Energy relative to the best compared isomer or geometry (same formula, charge and spin)**: 31.1 kcal/mol
**Total energy**: -8463.0041 eV

Geometry (Å):
O  -1.420  1.136  -1.189
C  -1.843  0.367  -0.093
C  0.623  0.211  0.704
C  0.948  -0.829  -0.370
C  -1.881  1.135  1.183
C  -0.854  0.039  0.993
C  2.358  -0.814  -0.950
H  0.228  -0.668  -1.176
H  1.242  0.050  1.601
H  -2.701  0.942  1.872
H  -1.569  2.174  1.086
H  2.411  -1.493  -1.807
H  -1.173  0.540  -1.907
H  2.643  0.188  -1.294
H  -2.610  -0.365  -0.340
H  3.122  -1.140  -0.236
H  -1.061  -0.867  1.564
H  0.830  1.223  0.336
H  0.705  -1.826  0.022

natural (NBO) population analysis, charges in e, atoms 1 to 2: -0.707, 0.071